1.
A structure of composition C33H52AlBeCaCl4F5N4O13, computed with ωB97M-V/def2-TZVPD.

Summary:
- Lowest unoccupied orbital energy: -0.214 hartree
- Kohn-Sham gap: 1.49 eV
- HOMO energy: -7.31 eV

ORCA input file:
```
! wB97M-V def2-TZVPD RIJCOSX def2/J DEFGRID3
* xyz 0 1
C 4.588 0.774 0.413
C 4.263 1.955 -0.520
C 3.461 1.514 -1.745
O 2.200 1.095 -1.286
Al 1.126 0.166 -2.351
C -0.759 0.717 -1.890
C -1.599 1.308 -3.029
C -3.049 0.780 -2.911
N -3.700 1.633 -1.937
C -4.956 1.170 -1.389
C -4.842 -0.150 -0.636
C -5.611 -1.261 -1.060
C -5.490 -2.507 -0.403
C -4.591 -2.616 0.680
C -3.813 -1.515 1.108
C -3.934 -0.264 0.454
O -3.119 0.787 0.859
C 1.507 0.413 -4.365
O 1.784 1.449 -4.872
N 1.421 -0.788 -5.309
C 0.147 -1.314 -5.442
O -0.387 -1.556 -6.448
F -0.523 -1.570 -4.296
C 1.458 -1.820 -1.942
Cl 3.253 -2.091 -1.762
C 0.672 -2.294 -0.727
C 1.049 -3.682 -0.221
H 4.177 -0.169 0.056
H 4.177 0.932 1.408
H 5.663 0.642 0.559
H 5.175 2.490 -0.792
H 3.634 2.651 0.039
H 3.403 2.372 -2.428
H 4.032 0.723 -2.255
H -1.260 -0.119 -1.395
H -0.645 1.496 -1.132
H -1.635 2.395 -2.960
H -1.256 1.011 -4.025
H -2.974 -0.268 -2.590
H -3.592 0.832 -3.856
H -3.056 1.891 -1.200
H -5.747 1.089 -2.135
H -5.275 1.929 -0.667
H -6.272 -1.118 -1.907
H -6.087 -3.338 -0.759
H -4.460 -3.571 1.176
H -3.109 -1.654 1.919
H -3.498 1.258 1.607
H 2.107 -1.494 -5.062
H 1.170 -2.425 -2.803
H -0.375 -2.338 -1.032
H 0.729 -1.542 0.063
H 0.399 -4.471 -0.592
H 0.972 -3.697 0.871
H 2.094 -3.935 -0.490
C 2.902 -7.776 -4.136
C 3.604 -7.733 -2.939
C 2.919 -7.669 -1.738
C 1.532 -7.653 -1.756
C 0.818 -7.690 -2.941
C 1.513 -7.751 -4.136
N 0.780 -7.604 -0.505
O 1.441 -7.540 0.590
O -0.394 -7.636 -0.520
H 3.439 -7.831 -5.073
H 4.685 -7.753 -2.942
H 3.468 -7.641 -0.808
H -0.263 -7.672 -2.939
H 0.970 -7.781 -5.070
C -1.487 4.791 1.679
C -0.960 4.038 0.472
C -0.388 4.990 -0.566
O -1.994 3.251 -0.119
H -2.293 5.468 1.387
H -1.896 4.100 2.418
H -0.694 5.372 2.147
H -0.187 3.335 0.790
H -1.165 5.670 -0.930
H -0.013 4.435 -1.427
H 0.428 5.584 -0.152
H -2.689 3.849 -0.424
C 4.367 0.959 7.303
C 3.278 0.076 6.739
O 2.433 0.807 5.825
C 2.877 0.905 4.589
O 3.894 0.442 4.150
C 1.859 1.672 3.724
F 1.385 2.751 4.349
F 0.811 0.880 3.434
F 2.404 2.062 2.575
H 3.920 1.839 7.770
H 4.953 0.416 8.047
H 5.040 1.301 6.516
H 2.623 -0.266 7.537
H 3.684 -0.805 6.240
C -5.769 -0.924 -5.418
Cl -6.018 0.679 -4.682
Cl -7.025 -2.068 -4.936
H -5.789 -0.813 -6.495
H -4.805 -1.302 -5.092
C 0.706 8.107 4.304
O 0.089 7.930 3.010
H 1.477 7.350 4.392
H 1.154 9.101 4.347
H -0.019 7.990 5.103
H -0.579 8.623 2.884
Be -6.821 3.330 -4.740
F -0.686 -5.637 1.015
Ca 2.274 -5.795 1.657
Cl -1.992 7.175 3.638
N 1.784 3.540 8.315
O 1.227 2.442 8.435
O 1.231 4.565 8.729
O 2.907 3.610 7.787
*
```

2.
A cluster of 10 separate species, C33H52O30 in total, computed with ωB97M-V/def2-TZVPD.

Summary:
- Lowest unoccupied orbital energy: -0.009 hartree
- Kohn-Sham gap: 10.40 eV
- HOMO energy: -10.65 eV
- Structure (SMILES): CCOC(=O)OC.CCOC(=O)OC.CCOC(=O)OC.O=C1OCCO1.O=C1OCCO1.O=C1OCCO1.O=C1OCCO1.O=C1OCCO1.O=C1OCCO1.O=C1OCCO1
- Energy relative to the best compared isomer or geometry (same formula, charge and spin): 138.2 kcal/mol

ORCA input file:
```
! wB97M-V def2-TZVPD RIJCOSX def2/J DEFGRID3
* xyz 0 1
C 3.925 -0.366 3.327
C 5.022 -0.688 4.366
O 4.487 -0.185 5.554
C 3.121 -0.171 5.417
O 2.313 -0.128 6.321
O 2.741 -0.444 4.136
H 3.769 -0.974 2.436
H 4.176 0.567 2.822
H 5.976 -0.262 4.055
H 5.149 -1.760 4.515
C 1.683 -3.659 -7.937
C 2.229 -3.226 -9.251
O 2.647 -1.908 -9.003
C 2.211 -1.445 -7.800
O 2.240 -0.319 -7.392
O 1.499 -2.461 -7.185
H 2.372 -4.312 -7.402
H 0.871 -4.341 -8.193
H 1.491 -3.252 -10.053
H 3.111 -3.823 -9.481
C -0.725 4.716 6.876
C 0.317 5.226 5.822
O 1.429 5.537 6.587
C 1.267 5.168 7.889
O 2.150 5.446 8.734
O 0.034 4.685 8.070
H -0.958 3.660 6.739
H -1.610 5.343 6.983
H -0.120 6.018 5.214
H 0.543 4.390 5.159
C -3.196 7.517 -6.390
C -2.229 6.716 -5.494
O -3.063 5.739 -4.900
C -4.292 5.789 -5.401
O -5.176 5.045 -5.031
O -4.439 6.907 -6.093
H -2.902 7.301 -7.417
H -3.287 8.591 -6.228
H -1.659 7.432 -4.902
H -1.558 6.209 -6.186
C -0.445 -0.269 -1.317
C -0.333 1.104 -1.864
O -0.630 1.958 -0.847
C -1.418 1.300 0.026
O -1.935 1.836 0.979
O -1.253 0.006 -0.146
H 0.516 -0.667 -0.993
H -0.832 -0.883 -2.130
H -1.034 1.323 -2.669
H 0.621 1.463 -2.251
C -4.293 -3.702 5.351
C -4.581 -2.185 5.009
O -5.994 -2.109 5.388
C -6.288 -3.095 6.270
O -7.372 -3.331 6.817
O -5.148 -3.911 6.428
H -3.219 -3.839 5.472
H -4.618 -4.332 4.523
H -4.409 -1.903 3.970
H -4.016 -1.529 5.672
C 8.012 -1.459 -4.161
C 7.322 -0.490 -3.203
O 6.216 -1.094 -2.656
C 6.119 -2.316 -3.107
O 5.355 -3.203 -2.791
O 7.121 -2.524 -4.086
H 9.003 -1.786 -3.846
H 8.144 -0.935 -5.107
H 6.957 0.355 -3.788
H 7.880 -0.185 -2.318
C 3.555 8.125 -2.091
C 4.827 8.862 -2.368
O 4.831 10.133 -1.745
C 4.899 11.305 -2.425
O 4.778 11.411 -3.612
O 5.181 12.289 -1.465
C 5.042 13.661 -1.822
H 2.792 8.881 -2.279
H 3.378 7.902 -1.039
H 3.421 7.245 -2.720
H 4.981 8.938 -3.444
H 5.540 8.195 -1.884
H 4.011 13.947 -1.612
H 5.174 13.724 -2.902
H 5.731 14.372 -1.366
C -8.350 -5.228 1.738
C -7.861 -4.224 0.789
O -6.492 -4.291 0.481
C -6.041 -5.048 -0.493
O -6.645 -5.594 -1.450
O -4.731 -5.292 -0.175
C -3.887 -6.043 -1.094
H -7.526 -5.384 2.435
H -8.841 -6.128 1.368
H -9.180 -4.827 2.320
H -7.976 -3.295 1.347
H -8.506 -4.111 -0.082
H -2.851 -6.238 -0.815
H -3.844 -5.439 -2.001
H -4.418 -6.982 -1.250
C -3.437 -9.608 3.241
C -2.035 -10.210 3.593
O -1.070 -9.389 2.967
C -0.342 -8.500 3.693
O -0.238 -8.477 4.915
O 0.170 -7.633 2.820
C 0.855 -6.481 3.250
H -3.461 -8.530 3.399
H -4.144 -10.074 3.927
H -3.672 -9.849 2.204
H -1.995 -11.213 3.169
H -1.841 -10.220 4.666
H 1.823 -6.635 2.773
H 0.979 -6.335 4.323
H 0.408 -5.590 2.809
*
```